No. 1
A cluster of 2 separate species, CH4F2OSi in total, computed with wB97M-V/def2-TZVPD.

## Properties
<S²>: 2.001
Charge: 0
Energy relative to the best compared isomer or geometry (same formula, charge and spin), kcal per mole: 0.00
Highest occupied orbital energy (alpha / beta), eV: -7.2323 / -10.0897
Spin multiplicity: 3

Each line ends with the Löwdin spin population.
Element x y z (Å)
C (0.6209, 1.3839, 0.3120)  0.00
O (0.5879, 0.0958, 0.8359)  0.00
F (4.0716, -0.8496, -1.3958)  0.29
F (3.7356, -0.2057, 0.9076)  0.29
Si (4.8922, -0.1125, -0.2428)  1.42
H (1.3026, 1.4860, -0.5062)  0.00
H (0.8045, 2.2360, 1.0294)  0.00
H (-0.3855, 1.5623, -0.0560)  0.00
H (1.2091, -0.3745, 0.3268)  0.00


No. 2
A structure of composition C18H16N2O2S2Zr, computed with wB97M-V/def2-TZVPD.

## Properties
Charge: 0
Highest occupied orbital energy, eV: -7.6818
Spin multiplicity: 1

Each line ends with the Mulliken charge.
Element x y z (Å)
Zr (-0.1560, 0.4633, 0.5041)  1.32
C (-1.6438, 3.9709, 0.4971)  -1.26
C (-0.4327, 3.2411, 0.0533)  0.81
O (0.2178, 2.4261, 0.8788)  -0.65
C (0.0338, 3.3564, -1.2742)  -0.77
C (0.6640, 2.3059, -2.0141)  0.82
C (1.2541, 2.5519, -3.4120)  -1.08
N (0.6411, 1.0645, -1.4729)  0.22
N (1.1389, 0.0561, -2.1863)  -0.99
C (1.4552, -0.9587, -1.3756)  0.67
O (1.4851, -0.7664, -0.0786)  -0.77
C (1.5739, -2.2506, -1.9436)  0.47
C (2.0604, -2.3347, -3.2730)  -0.37
C (2.1622, -3.5615, -3.9123)  -0.64
C (1.8001, -4.7302, -3.1978)  -0.35
C (1.3906, -4.6624, -1.8799)  -0.66
C (1.2813, -3.4147, -1.2195)  -0.31
H (-1.7413, 3.9940, 1.6042)  0.28
H (-2.5613, 3.4820, 0.0844)  0.25
H (-1.6065, 4.9967, 0.1283)  0.45
H (-0.0699, 4.3342, -1.7724)  0.30
H (0.5089, 3.1558, -3.9412)  0.34
H (1.4410, 1.5881, -3.8910)  0.33
H (2.1918, 3.1020, -3.2773)  0.26
H (2.3529, -1.4205, -3.7758)  0.39
H (2.4689, -3.6170, -4.9538)  0.37
H (1.9199, -5.6977, -3.6617)  0.37
H (1.0926, -5.5615, -1.3245)  0.36
H (0.8886, -3.3932, -0.2123)  0.36
S (-0.4803, -1.5819, 1.8342)  -0.52
C (-1.2277, -0.8139, 3.1951)  0.74
C (-1.2483, -1.4343, 4.4896)  -0.63
C (-1.6394, -0.6334, 5.5282)  -0.41
C (-2.2625, 0.6072, 5.3819)  -0.53
C (-2.4806, 1.1227, 4.0975)  -0.75
C (-1.9964, 0.4072, 2.9817)  0.57
S (-2.3968, 0.9358, 1.3717)  -0.40
H (-0.9131, -2.4783, 4.6147)  0.38
H (-1.4923, -0.9643, 6.5571)  0.30
H (-2.5928, 1.1047, 6.2918)  0.35
H (-3.0814, 2.0087, 3.9559)  0.40


Electronic energy values (in hartree) by entry order: -604.89706, -1798.98647.